CF3K5O3S | ωB97M-V/def2-TZVPD

The geometry in XYZ format:
```
13
Properties=species:S:1:pos:R:3:forces:R:3
K -0.2080 4.7817 -0.4135 -0.0228 0.5274 -0.0662
K 0.0144 -3.1559 -3.3257 0.3906 -0.0793 -0.3098
K 3.4998 -0.1065 2.1290 0.3547 -0.0733 0.1213
K -3.4800 -1.3138 -0.8110 -0.2454 0.3054 -0.1761
K -1.9886 -2.7737 2.6691 0.1286 -0.1393 0.5774
C 0.3815 1.2190 -0.1204 -0.1180 -0.6251 0.0336
F 1.2149 1.6830 0.8248 -0.2409 -0.0606 -0.1522
F -0.7787 1.9049 -0.0112 0.3140 -0.2451 -0.0565
F 0.9063 1.4639 -1.3088 -0.0646 0.1394 0.1659
S 0.1487 -0.6587 0.0764 0.2638 -0.1066 -0.5941
O -1.0820 -0.8333 0.8568 0.0274 -0.0284 0.0021
O -0.0039 -1.1470 -1.2898 -0.3206 0.1405 0.3167
O 1.3756 -1.0635 0.7242 -0.4668 0.2449 0.1381
```
Positions in Å, forces in eV/Å.

Maximum force: 0.66 eV/Å
Energy: -3960.1474 Ha
Total charge: +4
Relative energy (zero: lowest compared OMol25 entry of this formula, charge and spin): 0.00 kJ/mol
HOMO-LUMO gap: 10.93 eV

These are the Mulliken partial charges, in e, on atoms 1 to 2:
1 K 0.9819
2 K 0.9891



C6H10S | ωB97M-V/def2-TZVPD

The geometry in XYZ format:
```
17
Properties=species:S:1:pos:R:3:forces:R:3
S -3.5695 -0.1235 0.1253 -1.0323 1.8793 0.7354
C -2.0610 0.7786 0.2028 3.1038 -3.5406 -1.5317
C -0.7815 0.3404 -0.0620 0.3468 1.3818 0.6127
C 0.4999 1.2817 0.2010 0.1977 -3.8174 -2.2073
C 1.8942 0.4221 -0.1669 -4.2432 1.7439 -2.4047
C 1.3858 -0.9613 0.1674 -2.3734 1.7267 0.1940
C -0.1306 -0.9654 -0.3417 0.9171 -2.5282 -0.7453
H -3.2456 -1.2962 -0.2726 1.0138 -1.5259 -0.5840
H -2.2181 1.7750 0.4195 -0.3484 1.9635 0.4998
H 0.4577 1.1766 1.2214 0.3422 1.2909 2.7060
H 0.3411 2.1699 -0.3069 0.1497 2.1188 -0.2288
H 2.1969 0.6447 -1.2704 -0.6427 -0.8659 1.8158
H 2.6395 0.7820 0.4389 1.8890 0.7564 1.4936
H 2.0333 -1.6593 -0.2388 0.7588 -1.9332 -0.8622
H 1.2958 -1.1251 1.2528 0.4466 0.2349 -0.2254
H -0.5483 -1.8979 0.0035 -0.8919 -0.0692 1.3178
H -0.1896 -1.3424 -1.3734 0.3664 1.1842 -0.5856
```
Positions in Å, forces in eV/Å.

Structure (SMILES): SC=C1CCCC1
Maximum force: 5.18 eV/Å
Energy: -632.7179 Ha
Total charge: 0
Relative energy (zero: lowest compared OMol25 entry of this formula, charge and spin): 240.35 kJ/mol
HOMO-LUMO gap: 8.91 eV

These are the Mulliken partial charges, in e, on atoms 1 to 2:
1 S -0.2301
2 C -0.5401



C33H21Cl5IN2PRh | ωB97M-V/def2-TZVPD

The geometry in XYZ format:
```
64
Properties=species:S:1:pos:R:3:forces:R:3
Rh -0.6500 1.1082 -0.2356 0.2392 -0.3466 -0.3201
I -2.4697 0.7648 -2.1980 0.5318 0.3835 0.4803
C -3.1079 -0.9874 -1.2689 0.0604 0.1279 0.0966
C -4.0488 -1.7451 -1.8875 -0.1393 -0.1925 0.0102
C -4.5403 -2.8845 -1.2112 -0.0284 0.0312 -0.1331
C -4.0985 -3.1742 0.0438 0.0490 0.0221 0.1182
C -3.1256 -2.3698 0.6921 0.0124 -0.0145 -0.0583
C -2.7012 -2.6554 2.0131 -0.1094 -0.1060 -0.0453
C -1.7853 -1.8619 2.6295 0.1767 0.1329 0.0161
C -1.2082 -0.7698 1.9354 -0.1172 -0.2648 0.1634
C -1.5683 -0.4696 0.6526 0.0155 0.8892 0.2835
C -2.5774 -1.2463 0.0139 0.0047 -0.2702 0.0836
H -4.4282 -1.4858 -2.8674 -0.0098 -0.0116 0.0243
H -5.2817 -3.5083 -1.6925 0.0047 0.0227 0.0054
H -4.5002 -4.0267 0.5781 0.0289 0.0028 -0.0086
H -3.1294 -3.5096 2.5236 -0.0127 0.0285 -0.0051
H -1.4835 -2.0657 3.6495 0.0144 0.0058 -0.0211
H -0.4587 -0.1709 2.4429 0.0150 0.0072 0.0187
N 2.4221 0.8802 -1.0917 -0.0224 0.0689 0.1028
P 1.3738 -0.2881 -0.4115 0.1669 -0.1546 -0.6942
C 2.2451 -0.8497 1.0543 -0.1686 0.0734 0.1799
C 3.2211 -0.0692 1.6681 0.1013 -0.0415 0.0313
C 3.7702 -0.4685 2.8791 -0.0116 0.0227 -0.0290
C 3.3332 -1.6345 3.4891 0.0021 -0.0182 0.0022
C 2.3594 -2.4178 2.8811 -0.0106 0.0242 -0.0215
C 1.8111 -2.0265 1.6705 0.0427 -0.0224 0.0047
C 1.4126 -1.6702 -1.5808 0.1869 -0.0727 0.0570
C 0.6219 -1.5564 -2.7231 0.0117 -0.1021 -0.0013
C 0.6925 -2.5159 -3.7207 -0.0122 -0.0015 0.0180
C 1.5533 -3.5969 -3.5814 -0.0120 0.0243 -0.0068
C 2.3425 -3.7167 -2.4468 -0.0072 0.0172 0.0720
C 2.2757 -2.7574 -1.4449 -0.0067 -0.0229 -0.0998
C 1.9743 2.0462 -1.6948 -0.0201 -0.2989 0.0067
C 2.8737 2.9166 -2.3170 0.0576 -0.0682 -0.0193
C 2.3931 4.0733 -2.8805 0.0517 0.0709 -0.0391
C 1.0281 4.3528 -2.8335 0.0015 0.0035 -0.0317
C 0.2112 3.4413 -2.2167 0.0299 -0.0587 0.0145
N 0.6628 2.3016 -1.6550 -0.1615 0.4480 0.3837
H 3.4017 0.6623 -1.2109 -0.0272 0.0260 -0.0893
H 3.5612 0.8488 1.2054 -0.0154 -0.0027 0.0200
H 4.5354 0.1368 3.3478 -0.0249 -0.0084 -0.0103
H 3.7519 -1.9343 4.4410 0.0069 -0.0128 -0.0251
H 2.0245 -3.3327 3.3525 -0.0005 0.0170 -0.0096
H 1.0532 -2.6396 1.1976 -0.0367 0.0147 0.0415
H -0.0453 -0.7123 -2.8365 -0.0121 0.0291 -0.0086
H 0.0735 -2.4227 -4.6037 0.0173 0.0027 0.0062
H 1.6116 -4.3455 -4.3606 -0.0111 0.0009 0.0092
H 3.0154 -4.5577 -2.3399 -0.0159 0.0155 0.0001
H 2.8995 -2.8589 -0.5665 0.0082 0.0147 -0.0214
H 3.9272 2.6716 -2.3459 -0.0135 0.0184 0.0115
H 3.0768 4.7629 -3.3588 -0.0126 -0.0150 0.0071
H 0.6165 5.2546 -3.2623 0.0062 -0.0209 -0.0041
H -0.8564 3.6087 -2.1512 -0.0038 0.0058 0.0617
Cl -4.0763 1.9087 0.5887 0.0156 0.0931 0.1480
C -2.7786 2.7530 1.3547 -0.0763 0.0552 0.0852
C -1.4582 2.4374 1.0721 -0.5362 -0.4892 -0.9886
C -0.4709 3.0704 1.7912 0.0142 0.0518 0.0200
Cl 1.1726 2.5535 1.4892 -0.2186 -0.1809 -0.0203
C -0.7324 4.0489 2.7375 0.1008 0.0104 0.0693
Cl 0.5548 4.7917 3.5920 -0.0086 0.0043 -0.0209
C -2.0568 4.3999 2.9749 -0.0151 0.0632 0.0629
Cl -2.4204 5.6222 4.1186 -0.0092 0.0054 0.0143
C -3.0814 3.7427 2.2929 -0.0581 -0.0763 -0.0200
Cl -4.7136 4.1434 2.6232 -0.0285 0.0388 0.0224
```
Positions in Å, forces in eV/Å.

Maximum force: 1.23 eV/Å
Energy: -4430.0088 Ha
Total charge: +1
Relative energy (zero: lowest compared OMol25 entry of this formula, charge and spin): 122.32 kJ/mol
HOMO-LUMO gap (alpha / beta): 5.97 / 5.85 eV

These are the Mulliken partial charges, in e, on atoms 1 to 2:
1 Rh -0.6277
2 I 0.1296



C15H20O15 | ωB97M-V/def2-TZVPD

The geometry in XYZ format:
```
50
Properties=species:S:1:pos:R:3:forces:R:3
O -1.3905 -3.9756 -3.5899 -0.9549 0.5360 -0.0512
C -1.7011 -4.0584 -2.4407 1.5105 -0.9260 0.0465
O -0.7596 -4.5095 -1.5532 -0.0221 0.4671 1.1137
C -1.4091 -4.8258 -0.2992 -0.1849 -0.8106 -0.0521
C -2.6166 -3.9263 -0.3220 0.0867 0.5634 -0.9882
O -2.8696 -3.8448 -1.8468 -0.3754 0.2654 2.1900
H -1.6279 -5.8965 -0.3840 -0.3315 0.1488 0.2850
H -0.8297 -4.6667 0.6267 0.2158 0.1971 -0.8270
H -2.3096 -2.9353 0.0487 -0.2020 -0.0764 -0.5916
H -3.4960 -4.2049 0.2917 0.3256 -0.2675 -1.0592
O 2.7524 4.2724 -1.8820 -0.5228 -0.7080 -0.4612
C 1.8033 3.9598 -2.5516 0.1980 1.4488 -0.2445
O 0.5218 4.0952 -2.1201 1.3890 0.0551 0.2435
C -0.3851 3.7596 -3.1453 -0.5303 -1.5506 0.0774
C 0.5345 3.3849 -4.3198 -0.6821 1.7711 -0.8701
O 1.8668 3.6348 -3.8789 -0.3943 -0.0336 1.6241
H -0.9787 2.9184 -2.7512 0.4295 0.2331 -0.5880
H -1.0874 4.5463 -3.3229 0.0166 0.9284 -0.2724
H 0.3497 4.0090 -5.2206 0.1391 -0.2929 0.5857
H 0.4365 2.3823 -4.6036 -0.0589 -1.5788 -0.2610
O -0.5456 -3.5710 2.6282 -0.1790 1.2470 0.6565
C -0.9252 -2.5957 3.2418 1.8085 -1.9923 -0.3566
O -0.1232 -1.9051 4.1220 -1.5216 -0.4340 -0.9771
C -0.9220 -0.8841 4.7347 -0.5769 -0.0999 0.1824
C -2.2515 -0.9114 3.8943 3.1610 1.1967 -1.9626
O -2.1708 -2.1563 3.1454 -0.3249 1.2539 1.2149
H -1.1182 -1.1727 5.7867 0.2505 0.2313 -0.4945
H -0.3480 0.0606 4.6678 -0.6060 -0.4724 0.0441
H -2.1825 -0.0970 3.1390 -0.1830 -0.4841 0.4060
H -3.1250 -0.7735 4.4294 -1.7569 -0.3979 1.1271
O 0.8780 0.4984 2.0858 -1.7298 -3.6020 1.0286
C 1.3156 1.5232 1.7686 1.3596 0.8892 -1.8774
O 1.2181 2.6024 2.4820 -0.0450 2.9280 -0.0967
C 1.7246 3.6789 1.5716 1.0569 -0.0009 1.3537
C 2.8182 2.8837 0.9221 -0.6256 0.4378 -1.8103
O 2.0244 1.7193 0.6076 0.2927 -0.5927 1.2862
H 0.9467 3.9257 0.8327 0.2834 0.1392 0.4775
H 2.1356 4.5212 2.1598 -0.7910 -0.4206 -0.1738
H 3.7016 2.6264 1.5239 -0.4280 0.1482 -0.0046
H 3.0512 3.3079 -0.0475 0.5726 0.1586 0.1091
O -1.0476 1.1859 -1.7835 1.9296 -1.8674 1.1052
C -0.2525 0.3165 -1.4206 -1.2425 1.8208 -2.1807
O -0.5942 -0.7445 -0.7126 0.3884 0.0860 0.3230
C 0.6425 -1.3835 -0.3322 -1.2512 -1.8598 0.3691
C 1.6022 -1.0099 -1.3573 1.6340 1.0180 -2.1549
O 1.0523 0.2546 -1.8258 -0.8264 0.0220 0.2707
H 0.8892 -1.0476 0.6408 0.2845 0.1286 0.8957
H 0.4601 -2.4437 -0.4007 -0.1031 -0.4117 0.4997
H 1.7170 -1.7116 -2.2188 -0.5712 0.5000 0.5363
H 2.6251 -0.8157 -1.0206 -0.3114 0.0606 0.3041
```
Positions in Å, forces in eV/Å.

Structure (SMILES): O=C1OCCO1.O=C1OCCO1.O=C1OCCO1.O=C1OCCO1.O=C1OCCO1
Maximum force: 4.13 eV/Å
Energy: -1712.1942 Ha
Total charge: 0
Relative energy (zero: lowest compared OMol25 entry of this formula, charge and spin): 72.23 kJ/mol
HOMO-LUMO gap: 11.16 eV

These are the Mulliken partial charges, in e, on atoms 1 to 2:
1 O -0.5648
2 C 0.7412



C4H6N2S2 | ωB97M-V/def2-TZVPD

The geometry in XYZ format:
```
14
Properties=species:S:1:pos:R:3:forces:R:3
C -1.5857 -1.4549 1.7037 0.2308 -0.2647 1.0236
C -1.4650 1.1720 -0.4737 0.4335 0.2020 0.1150
C 2.0509 0.7811 -1.0252 2.4806 -2.3772 -2.6673
C 0.3599 -0.5010 0.4839 -2.9805 -0.4047 0.6594
N -2.2428 -1.5838 2.6401 -0.6267 0.2496 0.1659
N -0.6737 -1.4575 0.7638 2.8889 1.1348 -1.7959
S -2.7384 0.2631 -0.4895 -0.2030 0.2608 -0.2021
S 1.4727 -0.9547 -0.6717 1.9964 -0.0389 -1.1207
H -1.4236 2.2795 -0.5827 -0.0564 -0.7091 0.0247
H 1.1068 1.1458 -1.0640 -2.5072 2.2622 -0.4456
H 2.6287 0.8681 -2.0417 -1.3695 -0.4889 1.8626
H 2.6748 1.2046 -0.2905 0.5332 0.2384 1.1721
H 0.4980 0.4261 0.9832 -0.2659 0.0536 0.9812
H -0.6625 -2.1886 0.0644 -0.5543 -0.1180 0.2271
```
Positions in Å, forces in eV/Å.

Maximum force: 4.35 eV/Å
Energy: -1061.7083 Ha
Total charge: 0
Relative energy (zero: lowest compared OMol25 entry of this formula, charge and spin): 545.87 kJ/mol
HOMO-LUMO gap (alpha / beta): 6.56 / 7.42 eV

These are the Mulliken partial charges, in e, on atoms 1 to 2:
1 C 0.4542
2 C -0.2018



CH3O3Si | ωB97M-V/def2-TZVPD

The geometry in XYZ format:
```
8
Properties=species:S:1:pos:R:3:forces:R:3
C -2.4564 1.3050 -0.5303 -0.1316 0.2111 -0.3913
O -1.6282 1.2056 -1.4600 0.5254 -0.0435 0.6884
O -3.6562 1.4880 -0.5420 -1.4263 0.1420 0.0524
O -0.9500 -0.2364 1.6072 -0.1198 -0.4833 1.6895
Si -1.3635 1.1067 1.0344 1.2611 0.8459 -1.9475
H -0.2924 -1.3511 -0.4938 0.6080 -0.2287 2.0057
H -0.1769 -1.3059 0.3360 -0.3181 -0.2741 -2.6678
H -0.2524 2.1590 0.8531 -0.3986 -0.1693 0.5705
```
Positions in Å, forces in eV/Å.

Maximum force: 2.70 eV/Å
Energy: -555.1377 Ha
Total charge: -1
Relative energy (zero: lowest compared OMol25 entry of this formula, charge and spin): 226.64 kJ/mol
HOMO-LUMO gap: 7.70 eV

These are the Mulliken partial charges, in e, on atoms 1 to 2:
1 C 0.5102
2 O -0.5954



C4H11NO3 | ωB97M-V/def2-TZVPD

The geometry in XYZ format:
```
19
Properties=species:S:1:pos:R:3:forces:R:3
C 1.5442 -0.2037 -0.6365 -2.1023 0.6676 -0.8265
C -0.3252 0.2578 -0.1631 5.7305 -0.6082 -1.7318
C -0.2738 -0.2642 1.1886 -6.0410 1.5512 -0.0418
C -2.0837 -0.0802 1.2584 2.2222 -0.8040 2.2983
N -0.6050 1.6092 -0.4131 0.0410 -0.1852 0.2428
O 1.3057 -1.4233 -1.3571 0.1813 0.0652 -0.5321
O 1.8952 0.9220 -1.4079 0.0113 -0.6810 -0.4743
O 0.1054 -1.5513 1.3805 0.5175 -1.2287 -0.9676
H 1.5801 -1.3798 -2.2846 -0.0226 0.1609 0.2717
H 2.7130 0.7587 -1.8991 0.0626 0.0755 0.2026
H 0.1461 -2.0230 0.5108 0.0229 0.5622 0.9389
H 2.3738 -0.4670 0.0331 -0.5377 0.3995 0.5445
H -0.7818 -0.3990 -0.9004 0.0143 -0.0696 0.1661
H 0.1375 0.4129 1.9356 0.0187 -0.1061 -0.0329
H -0.4625 1.8153 -1.3958 0.0601 0.0681 0.2172
H -0.0171 2.2144 0.1471 -0.0667 0.0871 -0.1088
H -2.2915 -0.6874 2.1348 -0.5053 0.0295 0.1776
H -2.3128 0.9623 1.4521 -0.0738 -0.0026 -0.0784
H -2.6475 -0.4736 0.4165 0.4669 0.0185 -0.2655
```
Positions in Å, forces in eV/Å.

Maximum force: 6.24 eV/Å
Energy: -439.3653 Ha
Total charge: 0
Relative energy (zero: lowest compared OMol25 entry of this formula, charge and spin): 421.75 kJ/mol
HOMO-LUMO gap: 8.25 eV

These are the Mulliken partial charges, in e, on atoms 1 to 2:
1 C 0.0145
2 C -0.3833



C3H2INO2 | ωB97M-V/def2-TZVPD

The geometry in XYZ format:
```
9
Properties=species:S:1:pos:R:3:forces:R:3
C -0.9232 0.1007 0.2729 0.2235 -0.4530 -0.4212
C 1.2804 -0.1215 -0.4371 0.8737 2.1189 1.2446
C 0.0687 -0.8343 -0.6088 -1.8751 -0.6093 0.1488
N -0.0378 0.9453 0.7593 2.0382 -0.1682 -0.6388
O -2.1063 -0.0452 0.3811 -0.4345 -0.2884 -0.1563
O 2.3696 0.2184 -0.5414 -1.0370 -0.6056 -0.0830
I -0.5052 2.4741 1.9788 -0.1634 -0.0053 0.0396
H 0.0997 -1.8270 -0.1543 0.2066 -0.0089 -0.0902
H -0.2458 -0.9105 -1.6506 0.1681 0.0198 -0.0435
```
Positions in Å, forces in eV/Å.

Maximum force: 2.61 eV/Å
Energy: -618.3712 Ha
Total charge: 0
Relative energy (zero: lowest compared OMol25 entry of this formula, charge and spin): 148.75 kJ/mol
HOMO-LUMO gap: 8.56 eV

These are the Mulliken partial charges, in e, on atoms 1 to 2:
1 C 0.4622
2 C 0.5274



- Among the records above, which one has the lowest relative energy (zero: lowest compared OMol25 entry of this formula, charge and spin)?
  CF3K5O3S



- Among the records above, which one has the highest energy?
  C4H11NO3



- The highest total charge belongs to which entry?
  CF3K5O3S



Please write out number 8 again, unchanged.
C3H2INO2 | ωB97M-V/def2-TZVPD

The geometry in XYZ format:
```
9
Properties=species:S:1:pos:R:3:forces:R:3
C -0.9232 0.1007 0.2729 0.2235 -0.4530 -0.4212
C 1.2804 -0.1215 -0.4371 0.8737 2.1189 1.2446
C 0.0687 -0.8343 -0.6088 -1.8751 -0.6093 0.1488
N -0.0378 0.9453 0.7593 2.0382 -0.1682 -0.6388
O -2.1063 -0.0452 0.3811 -0.4345 -0.2884 -0.1563
O 2.3696 0.2184 -0.5414 -1.0370 -0.6056 -0.0830
I -0.5052 2.4741 1.9788 -0.1634 -0.0053 0.0396
H 0.0997 -1.8270 -0.1543 0.2066 -0.0089 -0.0902
H -0.2458 -0.9105 -1.6506 0.1681 0.0198 -0.0435
```
Positions in Å, forces in eV/Å.

Maximum force: 2.61 eV/Å
Energy: -618.3712 Ha
Total charge: 0
Relative energy (zero: lowest compared OMol25 entry of this formula, charge and spin): 148.75 kJ/mol
HOMO-LUMO gap: 8.56 eV

These are the Mulliken partial charges, in e, on atoms 1 to 2:
1 C 0.4622
2 C 0.5274